#1
Below is a 2-piece molecular cluster, C2H7S3 overall, with properties calculated with ωB97M-V/def2-TZVPD.

- gap between HOMO and LUMO (eV) = 5.890
- HOMO (eV) = -2.4
- net charge = -1
- lowest unoccupied orbital energy (eV) = 3.52

Atoms and positions in Å:
C: 2.031 -0.593 -0.524
S: 1.645 -1.801 0.802
H: 2.127 -1.090 -1.491
H: 2.984 -0.061 -0.333
H: 1.226 0.126 -0.534
C: -2.280 0.526 -0.321
S: -1.731 0.527 1.437
S: 0.016 1.552 1.548
H: -2.907 1.350 -0.687
H: -1.277 0.746 -0.711
H: -2.722 -0.419 -0.625
H: 0.888 -0.861 1.439


#2
Below is a 2-piece molecular cluster, C2H7S3 overall, with properties calculated with ωB97M-V/def2-TZVPD.

- gap between HOMO and LUMO (eV) = 4.778
- HOMO (eV) = -2.3
- net charge = -1
- lowest unoccupied orbital energy (eV) = 2.48

Atoms and positions in Å:
C: 0.578 -1.466 -1.324
C: -0.320 -1.199 -0.103
S: -1.444 -2.564 0.216
H: -0.036 -1.673 -2.201
H: 1.134 -2.385 -1.124
H: 1.301 -0.662 -1.525
H: -0.890 -0.283 -0.296
H: 0.334 -0.988 0.757
S: 0.320 3.693 1.289
S: -0.646 1.835 1.615
H: -0.659 4.440 1.798
H: 0.326 1.252 0.897


Most favorable structure: #1. The second most favorable one is 72.4 kJ/mol above it.